i:
{"formula": "C6H24N12O6", "method": "wB97M-V/def2-TZVPD", "elements": ["C", "O", "N", "N", "H", "H", "H", "H", "C", "O", "N", "N", "H", "H", "H", "H", "C", "O", "N", "N", "H", "H", "H", "H", "C", "O", "N", "N", "H", "H", "H", "H", "C", "O", "N", "N", "H", "H", "H", "H", "C", "O", "N", "N", "H", "H", "H", "H"], "xyz": [[14.33762, -16.32716, -1.12565], [14.01922, -15.15264, -1.10429], [15.61896, -16.79252, -1.07626], [13.40656, -17.31521, -1.11988], [15.81842, -17.77226, -1.00969], [16.31450, -16.08002, -0.94605], [13.58271, -18.28714, -0.94462], [12.46139, -16.99614, -1.25045], [18.99324, -16.60785, 5.38902], [20.16570, -16.36490, 5.65710], [18.17360, -15.64834, 4.88790], [18.45798, -17.85178, 5.38464], [18.65566, -14.75636, 4.81408], [17.40335, -15.87963, 4.28851], [17.45242, -17.78525, 5.40764], [18.90198, -18.73308, 5.54808], [12.16553, -15.63891, 2.88885], [11.07504, -15.43982, 3.42852], [13.34673, -15.04605, 3.12929], [12.16936, -16.43751, 1.80046], [14.07148, -15.19228, 2.44756], [13.56082, -14.33536, 3.80404], [11.26409, -16.74398, 1.49506], [12.99592, -16.69299, 1.29098], [16.18392, -13.33373, 2.45847], [16.59104, -14.36456, 2.98958], [15.94359, -13.25315, 1.10213], [15.81634, -12.18397, 3.05853], [15.41692, -12.47111, 0.76240], [16.11800, -14.06796, 0.54704], [16.04493, -12.16263, 4.03892], [15.60212, -11.44568, 2.41537], [18.66932, -9.64006, 1.63278], [17.67840, -10.17846, 1.16390], [18.61558, -8.81684, 2.70525], [19.95921, -9.88170, 1.23590], [19.44647, -8.50269, 3.16949], [17.71093, -8.59804, 3.08176], [20.14913, -10.29287, 0.34163], [20.68591, -9.53162, 1.83015], [20.13767, -13.15072, 3.58808], [19.41076, -13.01644, 4.57497], [19.86959, -13.92910, 2.55053], [21.30924, -12.46251, 3.43452], [20.37336, -13.74759, 1.70161], [19.02826, -14.47914, 2.47483], [21.92056, -12.79645, 2.71382], [21.64474, -11.98317, 4.25172]], "nbo_charge": [0.76, -0.66, -0.85, -0.86, 0.40, 0.40, 0.39, 0.41, 0.76, -0.68, -0.87, -0.86, 0.43, 0.40, 0.38, 0.41, 0.76, -0.68, -0.83, -0.85, 0.39, 0.41, 0.40, 0.38, 0.79, -0.73, -0.84, -0.84, 0.39, 0.40, 0.42, 0.41, 0.78, -0.68, -0.84, -0.85, 0.39, 0.41, 0.41, 0.38, 0.78, -0.68, -0.83, -0.85, 0.38, 0.43, 0.38, 0.41], "smiles": "NC(N)=O.NC(N)=O.NC(N)=O.NC(N)=O.NC(N)=O.NC(N)=O", "charge": 0, "lumo_energy_ev": 0.196}



ii:
{"formula": "C6H24N12O6", "method": "wB97M-V/def2-TZVPD", "elements": ["C", "O", "N", "N", "H", "H", "H", "H", "C", "O", "N", "N", "H", "H", "H", "H", "C", "O", "N", "N", "H", "H", "H", "H", "C", "O", "N", "N", "H", "H", "H", "H", "C", "O", "N", "N", "H", "H", "H", "H", "C", "O", "N", "N", "H", "H", "H", "H"], "xyz": [[4.84119, 2.84785, 2.16455], [3.68981, 2.37915, 2.07061], [5.16909, 3.84009, 2.97593], [5.73966, 2.44638, 1.33121], [6.01918, 4.37471, 2.86817], [4.55331, 4.11022, 3.72955], [6.60575, 2.96116, 1.26072], [5.48872, 1.74269, 0.65153], [2.65093, 3.61470, -3.28335], [1.73247, 3.59851, -4.11204], [2.64940, 3.78448, -1.99875], [3.91878, 3.27465, -3.66591], [3.53955, 3.78477, -1.52157], [1.84493, 3.90702, -1.40048], [4.06951, 2.80250, -4.54594], [4.70983, 3.25502, -3.03824], [-0.41145, -0.39699, 4.74744], [0.62018, -0.84257, 5.14416], [-1.66246, -0.85371, 4.99655], [-0.52527, 0.75108, 4.18337], [-1.78911, -1.76858, 5.40530], [-2.37067, -0.42128, 4.42076], [-1.30120, 1.34035, 3.91731], [0.37331, 1.18423, 4.02513], [-0.28864, 0.00651, -0.88995], [-0.69155, -0.31271, -1.98691], [1.01210, 0.29022, -0.75356], [-0.95286, 0.14536, 0.26122], [1.58444, 0.50435, -1.55773], [1.34410, 0.61001, 0.14511], [-0.46022, 0.54650, 1.04639], [-1.94697, -0.01899, 0.33067], [-4.63104, -2.84230, -5.14852], [-5.22513, -3.84372, -5.33594], [-4.98013, -1.70209, -5.56901], [-3.45397, -2.77174, -4.56231], [-4.60184, -0.85436, -5.17109], [-5.79914, -1.64819, -6.15758], [-3.24242, -3.61638, -4.05050], [-2.78898, -2.03418, -4.37822], [-2.66364, -4.44135, 1.52041], [-1.65338, -4.85120, 1.06761], [-3.32516, -4.93331, 2.50861], [-3.28507, -3.42673, 0.94507], [-2.86158, -5.71698, 2.94573], [-4.33226, -4.85703, 2.51221], [-4.24256, -3.28903, 1.23550], [-2.66973, -2.65906, 0.71673]], "nbo_charge": [0.75, -0.71, -0.83, -0.81, 0.39, 0.42, 0.38, 0.42, 0.76, -0.65, -0.82, -0.86, 0.38, 0.41, 0.41, 0.37, 0.76, -0.64, -0.85, -0.85, 0.41, 0.37, 0.39, 0.40, 0.76, -0.66, -0.84, -0.84, 0.41, 0.38, 0.39, 0.40, 0.74, -0.66, -0.81, -0.85, 0.39, 0.40, 0.39, 0.41, 0.74, -0.63, -0.83, -0.85, 0.40, 0.38, 0.36, 0.40], "smiles": "NC(N)=O.NC(N)=O.NC(N)=O.NC(N)=O.NC(N)=O.NC(N)=O", "charge": 0, "lumo_energy_ev": -0.080}



Of them, the most stable is i and the least stable is ii.



i:
{"formula": "C5H6O", "method": "wB97M-V/def2-TZVPD", "elements": ["C", "C", "C", "C", "C", "O", "H", "H", "H", "H", "H", "H"], "xyz": [[-1.18212, 0.38439, -0.08682], [-0.99260, -1.17048, -0.07300], [0.49062, -1.22564, 0.01908], [1.13774, -0.18683, -0.15468], [2.03237, 0.87150, 0.19090], [1.88018, 2.06713, 0.30953], [-1.04014, 0.74865, 0.94693], [-0.37287, 0.68785, -0.75874], [-2.08339, 0.81073, -0.50428], [-1.30887, -1.59473, -1.02815], [-1.51589, -1.71728, 0.72305], [2.95498, 0.32471, 0.41617]], "nbo_charge": [-0.57, -0.47, 0.05, -0.10, 0.35, -0.50, 0.21, 0.20, 0.21, 0.24, 0.24, 0.14], "smiles": "CCC#CC=O", "charge": 0, "lumo_energy_ev": 0.133}



ii:
{"formula": "C5H6O", "method": "wB97M-V/def2-TZVPD", "elements": ["O", "C", "C", "C", "C", "C", "H", "H", "H", "H", "H", "H"], "xyz": [[-1.80862, -0.26212, 1.58580], [-0.75078, -0.44188, 0.77572], [-1.24916, 0.89025, 0.84655], [0.91308, 0.36999, -1.37775], [1.20587, -0.60939, -0.51945], [0.19531, -1.25820, 0.33724], [-0.69543, 1.61572, 1.43807], [-1.89722, 1.28355, 0.06753], [-0.12066, 0.63018, -1.59706], [1.68192, 0.95811, -1.86640], [2.24605, -0.88470, -0.35014], [0.27966, -2.29151, 0.65990]], "nbo_charge": [-0.44, 0.32, -0.14, -0.41, -0.19, -0.36, 0.20, 0.19, 0.19, 0.20, 0.20, 0.23], "smiles": "C=C/C=C1\\CO1", "charge": 0, "lumo_energy_ev": 1.069}



Of them, the most stable is ii and the least stable is i.



i:
{"formula": "C5H6O", "method": "wB97M-V/def2-TZVPD", "elements": ["C", "C", "C", "C", "O", "C", "H", "H", "H", "H", "H", "H"], "xyz": [[-0.33988, -1.09082, 0.27674], [-1.16682, 0.15946, 0.47897], [-0.56453, 1.26177, 0.02938], [0.76044, 0.94254, -0.40004], [1.65380, 0.35353, 0.48798], [0.95370, -0.57214, -0.32889], [-0.15871, -1.62249, 1.21929], [-0.83654, -1.79676, -0.40151], [-2.14447, 0.13631, 0.95233], [-0.97700, 2.26264, 0.03686], [1.23072, 1.19075, -1.42684], [1.58929, -1.22479, -0.92426]], "nbo_charge": [-0.48, -0.12, -0.26, 0.02, -0.48, 0.05, 0.23, 0.22, 0.21, 0.22, 0.19, 0.20], "smiles": "C1=C[C@H]2O[C@H]2C1", "charge": 0, "lumo_energy_ev": 1.157}



ii:
{"formula": "C5H6O", "method": "wB97M-V/def2-TZVPD", "elements": ["C", "C", "C", "C", "O", "C", "H", "H", "H", "H", "H", "H"], "xyz": [[1.89141, -0.45538, 1.75176], [0.84315, 0.12442, 0.91685], [0.15643, 0.45487, -0.01642], [-0.62423, 0.73575, -1.20927], [-0.17845, 1.43193, -2.09692], [-2.00022, 0.09598, -1.24374], [1.50502, -1.27515, 2.37109], [2.59719, -0.81844, 1.01624], [2.40590, 0.25892, 2.39765], [-1.98524, -0.90846, -0.81470], [-2.66803, 0.70714, -0.63048], [-2.36130, 0.07641, -2.26934]], "nbo_charge": [-0.69, 0.10, -0.16, 0.53, -0.50, -0.70, 0.24, 0.25, 0.24, 0.23, 0.24, 0.24], "smiles": "CC#CC(C)=O", "charge": 0, "lumo_energy_ev": 0.602}



Of them, the most stable is ii and the least stable is i.



i:
{"formula": "C5H6O", "method": "wB97M-V/def2-TZVPD", "elements": ["C", "C", "C", "C", "C", "O", "H", "H", "H", "H", "H", "H"], "xyz": [[1.57826, 0.33543, -0.09186], [1.81388, -0.98107, 0.19637], [0.33097, -1.34853, 0.49346], [0.50949, 0.07812, 0.78823], [-1.66287, 0.95979, -0.90449], [-2.63582, 0.36728, -0.51598], [2.13884, 1.19672, -0.42395], [0.11135, -2.04355, 1.30448], [-0.20674, -1.58777, -0.41934], [0.40312, 0.50405, 1.78838], [-1.02322, 0.57844, -1.72628], [-1.35725, 1.94110, -0.48901]], "nbo_charge": [-0.27, -0.01, -0.46, -0.14, 0.27, -0.51, 0.24, 0.22, 0.24, 0.21, 0.11, 0.11], "smiles": "C1=C2C[C@H]12.C=O", "charge": 0, "lumo_energy_ev": [0.450, 0.450]}



ii:
{"formula": "C5H6O", "method": "wB97M-V/def2-TZVPD", "elements": ["C", "C", "C", "C", "C", "H", "H", "H", "H", "H", "H", "O"], "xyz": [[-0.69960, -0.28234, -0.35806], [0.77206, -0.72816, -0.75320], [1.48577, -0.02899, 0.45586], [0.73813, 0.77860, 1.17156], [-0.64260, 0.61896, 0.68392], [0.70308, -1.89826, -1.10168], [0.82386, -0.02367, -1.72017], [2.61568, -0.56130, 0.45411], [1.08243, 1.45931, 2.09461], [-1.45821, 1.61994, 0.72620], [-1.18214, -0.11631, 1.34911], [-1.56341, -0.32852, -1.12533]], "nbo_charge": [0.56, -0.56, -0.19, -0.22, -0.54, 0.26, 0.25, 0.23, 0.24, 0.25, 0.26, -0.54], "smiles": "O=C1CC=CC1", "charge": 0, "lumo_energy_ev": 0.827}



Of them, the most stable is ii and the least stable is i.